Below is a 14-piece molecular cluster, C39H80O14 overall, with properties calculated with the ωB97M-V functional and the def2-TZVPD basis.

For the energy relative to the best compared isomer or geometry (same formula, charge and spin), the calculation gives 0.235 eV. The value obtained for the highest occupied orbital energy is -9.24 eV. The calculation puts the max |F| at 3.43 eV Å⁻¹. The calculation puts the lowest unoccupied orbital energy at 0.36 eV.

Each line ends with the Mulliken charge.
Cartesian coordinates (Å):
1 C 9.29 -18.06 12.20  -0.86
2 C 8.63 -17.05 11.23  0.79
3 O 9.26 -16.48 10.42  -0.34
4 C 7.16 -16.65 11.46  -1.04
5 H 8.60 -18.81 12.56  0.39
6 H 9.67 -17.59 13.10  0.43
7 H 10.20 -18.44 11.74  -0.09
8 H 6.97 -15.63 11.11  0.32
9 H 6.81 -16.76 12.49  0.40
10 H 6.55 -17.41 10.92  -0.08
11 C 14.85 -14.47 9.87  -1.14
12 C 14.61 -15.89 10.34  0.92
13 O 15.03 -16.89 9.76  -0.52
14 C 13.85 -16.00 11.66  -1.22
15 H 15.40 -13.99 10.65  0.48
16 H 13.84 -14.01 9.85  0.37
17 H 15.34 -14.50 8.89  0.10
18 H 13.26 -15.15 11.97  0.36
19 H 14.65 -15.94 12.40  0.46
20 H 13.36 -16.94 11.68  0.19
21 C 12.74 -21.64 3.73  -0.52
22 C 11.55 -21.17 2.88  0.68
23 O 10.56 -21.85 2.67  -0.58
24 C 11.68 -19.71 2.45  -0.89
25 H 13.67 -21.11 3.38  0.41
26 H 12.86 -22.73 3.69  0.37
27 H 12.58 -21.17 4.76  -0.21
28 H 10.90 -19.22 3.06  0.07
29 H 11.47 -19.54 1.36  0.38
30 H 12.60 -19.21 2.75  0.30
31 C 12.80 -21.05 11.01  0.08
32 C 12.51 -20.64 12.41  0.43
33 O 11.42 -20.22 12.79  -0.53
34 C 13.63 -20.73 13.42  -1.33
35 H 13.17 -22.07 11.03  0.56
36 H 13.62 -20.41 10.67  0.15
37 H 11.94 -20.95 10.35  -0.37
38 H 13.51 -21.65 14.01  0.31
39 H 13.61 -19.91 14.08  0.42
40 H 14.64 -20.68 12.90  0.31
41 C 5.58 -21.46 8.56  -1.10
42 C 5.87 -20.30 9.48  0.89
43 O 6.94 -19.66 9.38  -0.17
44 C 4.76 -19.88 10.37  -1.40
45 H 5.64 -22.37 9.19  0.36
46 H 6.27 -21.48 7.71  0.08
47 H 4.53 -21.51 8.16  0.36
48 H 4.02 -19.35 9.83  0.32
49 H 5.15 -19.17 11.12  0.30
50 H 4.31 -20.79 10.76  0.44
51 C 7.19 -17.17 7.32  0.87
52 C 5.76 -17.08 6.91  0.58
53 O 4.95 -17.93 7.02  -0.56
54 C 5.38 -15.70 6.45  -1.32
55 H 7.79 -17.66 6.61  0.37
56 H 7.16 -17.80 8.25  -0.34
57 H 7.58 -16.19 7.52  -0.64
58 H 4.31 -15.52 6.37  0.37
59 H 5.73 -15.32 5.54  0.39
60 H 5.72 -14.95 7.17  0.30
61 C 9.86 -24.55 10.92  -1.11
62 C 9.12 -23.43 10.10  0.89
63 O 8.74 -23.68 8.97  -0.63
64 C 8.87 -22.16 10.83  -0.23
65 H 9.21 -25.48 10.97  0.35
66 H 10.03 -24.13 11.87  0.35
67 H 10.80 -24.67 10.36  0.21
68 H 9.75 -21.86 11.40  0.07
69 H 8.00 -22.30 11.57  0.44
70 H 8.68 -21.27 10.21  -0.41
71 C 10.92 -23.51 6.10  -1.39
72 C 10.66 -22.28 6.88  0.64
73 O 11.47 -22.00 7.76  -0.48
74 C 9.36 -21.57 6.74  -0.42
75 H 10.44 -23.55 5.12  0.38
76 H 10.62 -24.36 6.66  0.36
77 H 11.98 -23.62 5.91  0.15
78 H 8.75 -22.16 7.43  0.08
79 H 8.83 -21.61 5.78  0.51
80 H 9.44 -20.58 7.18  0.00
81 C 13.92 -24.85 8.07  -1.40
82 C 14.55 -23.44 8.11  1.09
83 O 14.68 -22.81 9.13  -0.52
84 C 14.91 -22.79 6.78  -0.34
85 H 14.39 -25.53 7.40  0.42
86 H 12.81 -24.78 7.93  0.09
87 H 14.03 -25.28 9.05  0.44
88 H 15.64 -22.04 6.91  0.17
89 H 13.91 -22.35 6.48  -0.36
90 H 15.20 -23.49 5.98  0.47
91 C 14.55 -12.54 5.30  -0.74
92 C 15.44 -13.77 5.43  0.84
93 O 16.22 -13.94 6.36  -0.59
94 C 15.32 -14.80 4.33  -1.19
95 H 14.23 -12.56 4.25  0.30
96 H 15.13 -11.65 5.53  0.31
97 H 13.73 -12.69 6.00  0.10
98 H 14.28 -15.11 4.14  0.29
99 H 15.96 -15.68 4.51  0.31
100 H 15.58 -14.25 3.43  0.37
101 C 11.23 -18.43 8.45  0.92
102 C 12.19 -18.99 7.45  0.98
103 O 11.90 -19.10 6.28  -0.72
104 C 13.51 -19.44 7.97  0.21
105 H 11.77 -17.69 9.15  -0.47
106 H 10.89 -19.10 9.22  -0.32
107 H 10.46 -17.92 7.87  -0.23
108 H 13.84 -18.74 8.79  -0.08
109 H 14.26 -19.42 7.20  0.62
110 H 13.51 -20.50 8.31  -0.73
111 C 19.13 -21.17 8.41  -1.07
112 C 18.52 -19.83 7.93  0.59
113 O 19.08 -19.10 7.16  -0.55
114 C 17.16 -19.47 8.50  -0.14
115 H 18.55 -21.92 7.90  0.23
116 H 18.98 -21.34 9.47  0.36
117 H 20.13 -21.20 8.03  0.36
118 H 16.55 -20.33 8.39  -0.25
119 H 16.62 -18.60 8.05  0.24
120 H 17.34 -19.36 9.66  0.26
121 C 9.32 -13.73 7.85  -0.62
122 C 10.75 -13.69 8.13  0.27
123 O 11.33 -12.61 8.32  -0.66
124 C 11.47 -15.02 8.25  0.26
125 H 8.84 -12.84 8.23  0.41
126 H 8.90 -14.67 8.27  -0.23
127 H 9.18 -13.77 6.79  0.30
128 H 12.58 -14.92 8.13  0.21
129 H 11.12 -15.73 7.53  0.10
130 H 11.39 -15.54 9.23  -0.06
131 O 10.18 -16.79 5.61  -0.47
132 H 10.56 -16.36 4.84  0.24
133 H 10.74 -17.58 5.72  0.18

---

Below is one molecule with the formula C4H6O, with properties calculated with the ωB97M-V functional and the def2-TZVPD basis.

For the energy relative to the best compared isomer or geometry (same formula, charge and spin), the calculation gives 3.229 eV. The value obtained for the highest occupied orbital energy is -7.91 eV. The calculation puts the max |F| at 3.77 eV Å⁻¹. The calculation puts the lowest unoccupied orbital energy at -0.59 eV.

Each line ends with the natural charge from an NBO analysis.
Cartesian coordinates (Å):
1 C -1.32 1.52 -0.16  -0.29
2 C -0.15 0.89 0.27  -0.29
3 C 0.32 -0.37 -0.12  0.30
4 C 1.41 -1.02 0.39  -0.57
5 O -0.44 -1.19 -1.00  -0.68
6 H -1.92 2.10 0.44  0.19
7 H -1.64 1.51 -1.23  0.21
8 H 0.64 1.36 0.76  0.23
9 H 1.97 -1.72 -0.19  0.21
10 H 1.37 -1.08 1.49  0.22
11 H -0.23 -2.01 -0.65  0.48

---

Below is one molecule with the formula C4H5ClN2, with properties calculated with the ωB97M-V functional and the def2-TZVPD basis.

For the energy relative to the best compared isomer or geometry (same formula, charge and spin), the calculation gives 5.769 eV. The value obtained for the highest occupied orbital energy is -8.26 eV. The calculation puts the max |F| at 7.49 eV Å⁻¹. The calculation puts the lowest unoccupied orbital energy at 0.85 eV.

Each line ends with the natural charge from an NBO analysis.
Cartesian coordinates (Å):
1 C 0.81 0.86 1.53  -0.67
2 C 0.37 0.27 0.23  0.10
3 C 0.39 0.44 -1.30  -0.02
4 Cl 0.87 1.68 -2.37  0.06
5 N -0.06 -0.99 -1.48  -0.25
6 N -0.03 -1.13 -0.04  -0.27
7 C -1.33 -1.23 -0.69  -0.08
8 H 0.82 0.01 2.13  0.24
9 H 1.77 1.38 1.27  0.25
10 H 0.07 1.62 2.03  0.23
11 H -1.45 -2.29 -0.87  0.21
12 H -2.23 -0.63 -0.46  0.22

---

Below is C25H42BrFeNOP2 as an isolated structure, with properties calculated with the ωB97M-V functional and the def2-TZVPD basis.

For the energy relative to the best compared isomer or geometry (same formula, charge and spin), the calculation gives 0.000 eV. The value obtained for the highest occupied orbital energy (spin up / spin down) is -12.62 / -12.68 eV. Its spin multiplicity is 5. As for the total charge: +2. The calculation puts the max |F| at 4.47 eV Å⁻¹. The calculation puts the lowest unoccupied orbital energy (spin up / spin down) at -8.13 / -9.44 eV.

Each line ends with the Mulliken spin population.
Cartesian coordinates (Å):
1 N -7.12 5.69 -4.85  0.00
2 C -6.78 6.29 -3.71  0.00
3 C -6.04 5.63 -2.71  0.00
4 C -5.61 4.30 -2.92  0.00
5 C -5.96 3.70 -4.15  0.00
6 C -6.74 4.43 -5.07  0.00
7 C -4.79 3.62 -1.92  0.00
8 Fe 0.33 -0.07 1.78  3.49
9 P 6.22 -0.91 0.96  0.66
10 C -3.64 2.97 -2.21  0.00
11 C -2.80 2.32 -1.23  0.00
12 C -1.66 1.60 -1.64  -0.03
13 C -0.80 0.98 -0.71  -0.08
14 C -1.07 1.05 0.66  -0.20
15 C -2.17 1.78 1.09  0.05
16 C -3.04 2.40 0.16  -0.02
17 Br 2.01 -0.77 3.30  0.08
18 H -5.14 3.69 -0.89  0.00
19 H -3.28 2.95 -3.24  0.00
20 H -5.77 6.17 -1.80  0.00
21 H -5.65 2.69 -4.39  0.00
22 H -7.10 7.32 -3.57  0.00
23 H -7.07 3.97 -6.01  0.00
24 H -1.46 1.54 -2.71  0.00
25 H -3.91 2.95 0.51  0.00
26 H 0.08 0.45 -1.09  -0.02
27 H -2.40 1.91 2.16  -0.01
28 P -0.50 -2.12 0.95  -0.18
29 C 5.65 0.83 1.08  0.06
30 C 6.73 1.83 0.63  0.01
31 H 5.40 0.99 2.13  0.00
32 H 4.74 0.97 0.48  0.04
33 H 6.54 2.80 1.11  0.00
34 H 7.73 1.49 0.93  0.00
35 H 6.73 1.97 -0.45  0.00
36 C 5.38 -1.35 -0.62  0.06
37 C 6.05 -2.51 -1.38  0.02
38 H 5.42 -0.45 -1.25  -0.01
39 H 4.33 -1.59 -0.41  0.04
40 H 5.76 -2.47 -2.43  0.00
41 H 7.14 -2.45 -1.32  -0.01
42 H 5.74 -3.48 -0.98  0.00
43 C 5.06 -1.69 2.18  0.08
44 C 5.76 -2.06 3.48  0.02
45 H 4.66 -2.59 1.69  -0.01
46 H 4.20 -1.03 2.39  0.04
47 H 5.19 -2.85 3.99  0.00
48 H 6.77 -2.43 3.28  0.00
49 H 5.84 -1.20 4.17  0.00
50 C -0.36 -3.42 2.19  -0.01
51 C -1.51 -4.44 2.24  -0.01
52 H -0.24 -2.91 3.16  0.00
53 H 0.58 -3.95 1.98  0.00
54 H -2.45 -4.00 2.60  0.00
55 H -1.71 -4.90 1.27  0.00
56 H -1.24 -5.24 2.93  0.00
57 C 0.67 -2.56 -0.37  0.01
58 C 0.15 -2.54 -1.81  0.00
59 H 1.07 -3.55 -0.12  0.00
60 H 1.49 -1.84 -0.24  -0.03
61 H -0.36 -3.47 -2.08  0.00
62 H -0.54 -1.71 -2.00  0.00
63 H 0.99 -2.41 -2.50  0.00
64 C -2.18 -2.07 0.26  -0.02
65 C -3.24 -1.56 1.22  0.00
66 H -2.45 -3.06 -0.13  0.00
67 H -2.14 -1.41 -0.62  0.00
68 H -3.95 -0.96 0.65  0.00
69 H -3.79 -2.37 1.72  0.00
70 H -2.81 -0.92 1.99  0.00
71 O -1.41 0.10 3.77  0.01
72 H -1.14 -0.44 4.52  0.00
73 H -2.33 0.38 3.92  0.00

---

Below is an isolated ion of composition C9H15N4O2 and charge +1, with properties calculated with the ωB97M-V functional and the def2-TZVPD basis.

For the energy relative to the best compared isomer or geometry (same formula, charge and spin), the calculation gives 8.546 eV. The value obtained for the highest occupied orbital energy is -12.45 eV. As for the total charge: +1. The calculation puts the max |F| at 4.92 eV Å⁻¹. The calculation puts the lowest unoccupied orbital energy at -4.15 eV.

Each line ends with the natural charge from an NBO analysis.
Cartesian coordinates (Å):
1 C 1.32 1.21 -0.23  -0.32
2 C 1.98 -0.10 -0.01  -0.10
3 C -0.04 1.48 -0.52  0.37
4 C -0.95 -0.76 -0.33  0.43
5 C 1.38 -1.38 0.18  0.51
6 C 0.82 1.71 -1.70  -0.45
7 C -1.22 2.06 1.65  -0.61
8 C -2.93 -2.38 -0.38  -0.44
9 C -1.03 2.32 0.16  -0.52
10 N 0.07 -1.61 -0.18  -0.61
11 N 1.96 -2.52 0.60  -0.75
12 N -2.20 -1.08 -0.43  -0.55
13 N 3.32 0.00 0.09  0.49
14 O 3.81 1.15 -0.04  -0.40
15 O 4.09 -0.96 0.26  -0.43
16 H 1.92 1.95 0.35  0.30
17 H 0.71 2.72 -2.00  0.26
18 H 0.96 0.88 -2.36  0.26
19 H -1.44 1.08 1.91  0.21
20 H -2.15 2.72 1.88  0.24
21 H -0.25 2.32 2.17  0.23
22 H -2.68 -2.91 -1.26  0.22
23 H -2.73 -3.10 0.43  0.22
24 H -3.93 -2.13 -0.23  0.24
25 H -0.55 3.27 -0.01  0.27
26 H -1.92 2.58 -0.49  0.25
27 H -0.12 -2.69 -0.01  0.39
28 H 3.00 -2.27 0.66  0.46
29 H 1.67 -3.35 0.20  0.40
30 H -2.86 -0.21 -0.35  0.43

---

Below is an isolated ion of composition C4H10NO2 and charge +1, with properties calculated with the ωB97M-V functional and the def2-TZVPD basis.

For the energy relative to the best compared isomer or geometry (same formula, charge and spin), the calculation gives 1.341 eV. The value obtained for the highest occupied orbital energy is -15.05 eV. As for the total charge: +1. The calculation puts the max |F| at 1.43 eV Å⁻¹. The calculation puts the lowest unoccupied orbital energy at -3.56 eV.

Each line ends with the natural charge from an NBO analysis.
Cartesian coordinates (Å):
1 N 1.00 -0.83 0.46  -0.68
2 C 0.02 -0.26 -0.53  -0.17
3 C 0.76 0.00 -1.80  0.43
4 O 1.93 -0.29 -1.90  -0.49
5 C -0.77 0.96 -0.01  -0.43
6 C -1.76 0.65 1.11  -0.07
7 O -1.07 -0.11 2.12  -0.77
8 H 0.74 -1.76 0.75  0.45
9 H 1.93 -0.79 0.03  0.46
10 H 0.98 -0.27 1.32  0.46
11 H -0.79 -0.98 -0.65  0.25
12 H 0.21 0.39 -2.65  0.17
13 H -1.29 1.40 -0.85  0.26
14 H -0.10 1.73 0.37  0.23
15 H -2.68 0.18 0.76  0.19
16 H -2.04 1.60 1.56  0.20
17 H -1.71 -0.44 2.76  0.50

---

Below is C6H10O as an isolated structure, with properties calculated with the ωB97M-V functional and the def2-TZVPD basis.

For the energy relative to the best compared isomer or geometry (same formula, charge and spin), the calculation gives 6.089 eV. The value obtained for the highest occupied orbital energy (spin up / spin down) is -7.11 / -7.75 eV. The calculation puts the max |F| at 0.58 eV Å⁻¹. The calculation puts the lowest unoccupied orbital energy (spin up / spin down) at -0.52 / -0.07 eV.

Each line ends with the natural charge from an NBO analysis.
Cartesian coordinates (Å):
1 O -2.09 -0.49 1.17  -0.72
2 C -1.36 0.37 0.32  0.03
3 C 0.07 0.79 1.06  -0.49
4 C 1.14 -0.08 0.60  -0.12
5 C 1.40 0.00 -0.84  -0.53
6 C 0.06 -0.11 -1.64  -0.24
7 C -1.14 -0.14 -1.04  -0.18
8 H -2.52 -1.14 0.60  0.48
9 H -1.90 1.32 0.23  0.20
10 H -0.04 0.83 2.14  0.24
11 H 0.25 1.80 0.68  0.22
12 H 0.38 -1.39 0.51  0.03
13 H 1.87 -0.51 1.29  0.23
14 H 1.73 1.02 -1.09  0.26
15 H 2.17 -0.69 -1.20  0.23
16 H 0.19 -0.07 -2.72  0.22
17 H -0.21 -1.52 -0.06  0.13

---

Below is one molecule with the formula C3H5NO2, with properties calculated with the ωB97M-V functional and the def2-TZVPD basis.

For the energy relative to the best compared isomer or geometry (same formula, charge and spin), the calculation gives 1.868 eV. The value obtained for the highest occupied orbital energy is -10.78 eV. The calculation puts the max |F| at 1.22 eV Å⁻¹. The calculation puts the lowest unoccupied orbital energy at 0.74 eV.

Each line ends with the natural charge from an NBO analysis.
Cartesian coordinates (Å):
1 N 1.94 -1.51 -0.66  -0.32
2 C 0.94 -1.39 -0.09  0.25
3 C -0.41 -1.08 0.44  -0.17
4 O -0.97 -0.03 -0.30  -0.52
5 C -0.46 1.27 -0.08  0.24
6 O 0.88 1.38 -0.35  -0.73
7 H -1.07 -1.94 0.28  0.24
8 H -0.36 -0.90 1.52  0.21
9 H -1.07 1.90 -0.74  0.16
10 H -0.58 1.62 0.97  0.14
11 H 1.15 0.68 -0.98  0.49